No. 1
Molecular formula: C22H22CdFI2N3O5S4
Method: DFT, ωB97M-V with the def2-TZVPD basis set

ORCA input file:
```
! wB97M-V def2-TZVPD RIJCOSX def2/J DEFGRID3
* xyz -2 1
I -3.35679 7.66023 -1.27654
I -0.76340 5.08598 -0.72746
Cd 0.07722 1.18553 -1.69697
S 0.73785 -0.99302 -2.99737
S -0.49769 -0.72862 -4.63633
S -0.25055 1.22661 -5.20245
S -1.06802 2.38400 -3.68815
F -5.87760 -2.33979 -1.06422
O -1.58128 -0.00685 -0.42152
O 1.90061 -1.05255 1.91993
O 6.61894 4.34639 -3.52033
O -0.04967 2.85104 -0.15209
O 1.34987 0.11170 0.08830
N 7.19592 3.12786 -1.70842
N 2.28949 2.23277 -2.06281
N -1.40921 -3.29017 2.00724
C -4.76771 -2.55626 -0.31550
C -0.52023 2.55256 1.12237
C -1.42864 -1.00858 0.26935
C -0.25129 -1.39698 1.01380
C -0.33325 -2.47614 1.82679
C 2.71744 2.62966 -3.25743
C -1.26267 7.18177 -1.08525
C -1.29503 -4.48433 2.85880
C 1.12383 -0.70094 1.00996
C 4.00186 3.11239 -3.46458
C 4.41022 2.76971 -1.13707
C 6.28630 3.60625 -2.61398
C 3.10576 2.31458 -1.01745
C -3.65474 -3.93193 1.29900
C -3.70470 -1.70300 -0.39748
C -2.57723 -1.95249 0.39037
C 4.87214 3.16334 -2.38654
C -4.76134 -3.66211 0.52267
C -3.61888 -5.13221 2.20473
C -2.54757 -3.06521 1.23760
C -2.67531 -4.87809 3.36594
C -0.34655 -4.26800 4.03118
H -3.27310 -6.00962 1.64694
H -3.69588 -0.84320 -1.05484
H 0.69424 -4.18204 3.72846
H -0.81764 7.53038 -2.01120
H 0.00362 1.68886 1.55414
H -4.62641 -5.35965 2.55883
H -5.62933 -4.30977 0.55664
H -0.42723 -5.12288 4.70490
H 0.55892 -2.69227 2.39503
H 2.00125 2.53530 -4.06670
H 4.33250 3.42502 -4.44512
H -0.36720 3.40160 1.81272
H -1.59952 2.32321 1.13747
H 2.69185 1.98054 -0.07436
H -2.57611 -5.76888 3.98954
H -0.92840 7.79340 -0.25407
H 8.16348 3.28669 -1.93064
H 6.96313 2.32432 -1.15229
H -3.06078 -4.07074 3.99678
H -0.91184 -5.31082 2.24434
H -0.61772 -3.36437 4.57960
H 5.03407 2.82982 -0.25425
*
```

Results
max |F|: 0.13 eV/A
orbital gap: 0.1811 Eh
energy above the lowest of the compared OMol25 structures with the same formula, charge and spin: 106.5 kJ/mol
calculated total energy: -104708.393 eV
LUMO: 3.63 eV
HOMO energy: -1.3 eV

Charge distribution, Löwdin scheme, values in e: number 1, I, carries 0.49; number 2, I, carries 0.98; number 3, Cd, carries 1.10; number 4, S, carries -0.25; number 5, S, carries -0.30; number 6, S, carries -0.30; number 7, S, carries -0.27; number 8, F, carries 0.04; number 9, O, carries -0.06; number 10, O, carries -0.05; number 11, O, carries 0.04; number 12, O, carries -0.78; number 13, O, carries -0.13; number 14, N, carries 0.15; number 15, N, carries 0.02; number 16, N, carries 0.01; number 17, C, carries -0.26; number 18, C, carries -0.38; number 19, C, carries -0.31; number 20, C, carries -0.02; number 21, C, carries 0.01; number 22, C, carries -0.12; number 23, C, carries -1.18; number 24, C, carries -0.32; number 25, C, carries -0.66; number 26, C, carries 0.01; number 27, C, carries -0.01; number 28, C, carries -0.50; number 29, C, carries -0.11; number 30, C, carries -0.15; number 31, C, carries 0.08; number 32, C, carries -0.03; number 33, C, carries -0.16; number 34, C, carries 0.03; number 35, C, carries -0.14; number 36, C, carries -0.08; number 37, C, carries -0.16; number 38, C, carries -0.05; number 39, H, carries 0.12; number 40, H, carries 0.14; number 41, H, carries 0.08; number 42, H, carries -0.07; number 43, H, carries 0.05; number 44, H, carries 0.11; number 45, H, carries 0.12; number 46, H, carries 0.08; number 47, H, carries 0.11; number 48, H, carries 0.05; number 49, H, carries 0.11; number 50, H, carries 0.03; number 51, H, carries 0.06; number 52, H, carries 0.10; number 53, H, carries 0.11; number 54, H, carries -0.08; number 55, H, carries 0.10; number 56, H, carries 0.09; number 57, H, carries 0.13; number 58, H, carries 0.15; number 59, H, carries 0.10; number 60, H, carries 0.10


No. 2
Molecular formula: C22H22CdFN5O7SSe
Method: DFT, ωB97M-V with the def2-TZVPD basis set

ORCA input file:
```
! wB97M-V def2-TZVPD RIJCOSX def2/J DEFGRID3
* xyz 0 1
Cd 1.96241 -1.69091 1.51631
Se 2.84262 -1.37501 4.80904
S 0.91986 -1.40823 -1.19551
F -3.40006 0.51963 -0.13159
O 0.64785 0.03778 2.44500
O 1.84854 -2.39043 -0.44926
O 4.31971 1.70923 2.72638
O 0.71430 -1.91305 -2.55454
O -0.33661 -1.35547 -0.42131
O 3.46497 -0.33566 2.42783
O 1.60546 -0.10929 -1.18946
N 1.97930 -2.41234 3.63796
N -2.03728 0.14235 -4.91533
N 2.23383 -2.30328 6.17686
N -2.20115 0.95749 -2.60235
N 1.60600 2.79247 -0.35630
C 0.31974 2.28181 -0.29273
C 0.49018 -4.34879 3.71034
C -3.22954 1.63080 -3.36048
C 0.93783 1.02251 1.72481
C 2.26536 1.52623 1.56721
C 3.45465 0.95461 2.31400
C -1.37457 1.06079 0.94136
C 0.78602 -4.23394 6.55195
C -0.07953 1.58323 0.84670
C -1.66392 1.49567 -1.39583
C -0.48596 2.19652 -1.43871
C 0.01815 -5.17607 5.95648
C -0.13022 -5.23080 4.52973
C 1.31190 -3.34128 4.30034
C -1.94408 -1.01833 -3.94621
C 1.34807 4.92218 -1.61384
C -2.42192 -0.49589 -2.59203
C 1.46048 -3.27700 5.72998
C -2.16889 1.08268 -0.15636
C -3.30855 0.91042 -4.72654
C 2.04461 3.57460 -1.51031
C 2.51250 2.41490 0.56947
H -0.89738 -1.32796 -3.88581
H -1.92011 -0.16889 -5.87598
H -3.42711 1.60340 -5.55645
H -0.08766 2.46740 -2.40604
H 0.90624 -4.17882 7.62500
H 1.54411 5.52024 -0.72382
H -1.66426 0.51466 1.82742
H 3.11605 3.72299 -1.39424
H -4.11493 0.18083 -4.75663
H 0.26857 4.81761 -1.71838
H -1.82565 -0.97670 -1.81070
H 3.51382 2.80549 0.44190
H -2.55753 -1.82754 -4.33969
H -4.22048 1.59632 -2.88819
H 1.72514 5.46473 -2.48154
H -3.47895 -0.72659 -2.41486
H -1.26119 0.75901 -4.66198
H 0.37307 -4.38790 2.63450
H -2.95355 2.67704 -3.49773
H 1.91083 2.97500 -2.41297
H -0.75969 -6.00127 4.10395
H -0.50141 -5.90919 6.55918
*
```

Results
max |F|: 0.51 eV/A
orbital gap: 0.2634 Eh
energy above the lowest of the compared OMol25 structures with the same formula, charge and spin: 0.0 kJ/mol
calculated total energy: -128417.008 eV
LUMO: -0.65 eV
HOMO energy: -7.8 eV

Charge distribution, Löwdin scheme, values in e: number 1, Cd, carries 1.45; number 2, Se, carries 1.25; number 3, S, carries 0.25; number 4, F, carries 0.08; number 5, O, carries -0.09; number 6, O, carries -0.53; number 7, O, carries 0.05; number 8, O, carries -0.38; number 9, O, carries -0.40; number 10, O, carries -0.29; number 11, O, carries -0.36; number 12, N, carries -0.32; number 13, N, carries 0.05; number 14, N, carries -0.23; number 15, N, carries -0.11; number 16, N, carries -0.02; number 17, C, carries -0.14; number 18, C, carries -0.02; number 19, C, carries -0.13; number 20, C, carries -0.34; number 21, C, carries -0.06; number 22, C, carries -0.64; number 23, C, carries 0.07; number 24, C, carries -0.02; number 25, C, carries -0.07; number 26, C, carries -0.16; number 27, C, carries 0.06; number 28, C, carries -0.08; number 29, C, carries -0.07; number 30, C, carries -0.37; number 31, C, carries -0.06; number 32, C, carries -0.07; number 33, C, carries -0.12; number 34, C, carries -0.39; number 35, C, carries -0.21; number 36, C, carries -0.09; number 37, C, carries -0.19; number 38, C, carries 0.03; number 39, H, carries 0.10; number 40, H, carries 0.18; number 41, H, carries 0.13; number 42, H, carries 0.12; number 43, H, carries 0.11; number 44, H, carries 0.08; number 45, H, carries 0.14; number 46, H, carries 0.12; number 47, H, carries 0.13; number 48, H, carries 0.06; number 49, H, carries 0.10; number 50, H, carries 0.15; number 51, H, carries 0.13; number 52, H, carries 0.13; number 53, H, carries 0.08; number 54, H, carries 0.13; number 55, H, carries 0.18; number 56, H, carries 0.11; number 57, H, carries 0.13; number 58, H, carries 0.12; number 59, H, carries 0.11; number 60, H, carries 0.10


No. 3
Molecular formula: C22H22ClN3O4
Method: DFT, ωB97M-V with the def2-TZVPD basis set

ORCA input file:
```
! wB97M-V def2-TZVPD RIJCOSX def2/J DEFGRID3
* xyz 0 1
Cl -6.92658 -1.74306 1.30757
O -2.89051 -0.41006 -1.52846
O -1.27058 0.68024 0.83490
O -3.34535 2.23564 -1.10503
O 0.88564 -1.79920 -2.02253
N 1.63240 3.03989 1.39110
N 2.32688 -1.30313 -0.35146
N -0.38519 -0.33024 0.69163
C 0.20359 -0.17033 -0.46771
C 1.16498 -1.16847 -1.01744
C -4.16315 1.28482 -0.51570
C -5.21997 1.69258 0.27798
C 1.82416 1.74570 1.56076
C 3.24005 -2.36489 -0.72466
C -2.56595 -1.77029 -1.72094
C 2.73914 2.89267 -0.71253
C 4.28749 -2.32647 1.56525
C -5.86670 -0.57090 0.61111
C 3.57978 -3.19142 0.51019
C -0.30318 0.97546 -1.12638
C -3.94620 -0.08807 -0.75101
C -6.08478 0.77295 0.84742
C 2.62429 -0.55138 0.86223
C 4.06451 -0.83629 1.29927
C -2.20311 2.59341 -0.34557
C 2.07508 3.59960 0.27826
C 2.45304 0.92886 0.62528
C -4.81492 -1.01001 -0.17721
C -1.22782 1.46737 -0.24862
C 2.92881 1.53331 -0.53321
H -2.49218 2.90438 0.66757
H 4.14814 -1.94844 -1.17355
H 4.27443 -0.25909 2.20102
H -4.68415 -2.06740 -0.33756
H -0.03187 1.35164 -2.08838
H 1.93835 -0.86636 1.66067
H 2.73123 -2.97020 -1.47787
H -6.90893 1.09583 1.46201
H 3.09300 3.38981 -1.60223
H -2.42585 -2.28315 -0.76484
H 4.74493 -0.48443 0.52192
H -3.33476 -2.28217 -2.30679
H -1.62268 -1.77534 -2.26663
H 3.42245 0.94248 -1.29190
H -5.36562 2.74961 0.43966
H -1.75299 3.43177 -0.88107
H 1.88716 4.66062 0.18276
H 1.43895 1.33148 2.48387
H 2.64850 -3.58988 0.91593
H 3.91072 -2.57977 2.55687
H 4.20491 -4.03606 0.22157
H 5.36039 -2.52361 1.56249
*
```

Results
max |F|: 1.19 eV/A
orbital gap: 0.3349 Eh
energy above the lowest of the compared OMol25 structures with the same formula, charge and spin: 314.6 kJ/mol
calculated total energy: -48352.257 eV
LUMO: 0.68 eV
structure (SMILES): COc1cc(Cl)ccc1OCc1cc(C(=O)N2CCCC[C@H]2c2cccnc2)no1
HOMO energy: -8.4 eV

Charge distribution, Löwdin scheme, values in e: number 1, Cl, carries 0.68; number 2, O, carries -0.07; number 3, O, carries 0.03; number 4, O, carries -0.03; number 5, O, carries 0.08; number 6, N, carries 0.08; number 7, N, carries 0.00; number 8, N, carries 0.15; number 9, C, carries -0.22; number 10, C, carries -0.39; number 11, C, carries -0.20; number 12, C, carries 0.00; number 13, C, carries -0.10; number 14, C, carries -0.14; number 15, C, carries -0.06; number 16, C, carries -0.05; number 17, C, carries -0.18; number 18, C, carries -0.67; number 19, C, carries -0.16; number 20, C, carries 0.07; number 21, C, carries -0.20; number 22, C, carries -0.11; number 23, C, carries -0.24; number 24, C, carries -0.13; number 25, C, carries -0.09; number 26, C, carries -0.15; number 27, C, carries -0.19; number 28, C, carries -0.03; number 29, C, carries -0.23; number 30, C, carries -0.02; number 31, H, carries 0.14; number 32, H, carries 0.13; number 33, H, carries 0.13; number 34, H, carries 0.10; number 35, H, carries 0.14; number 36, H, carries 0.15; number 37, H, carries 0.12; number 38, H, carries 0.10; number 39, H, carries 0.10; number 40, H, carries 0.10; number 41, H, carries 0.12; number 42, H, carries 0.10; number 43, H, carries 0.08; number 44, H, carries 0.13; number 45, H, carries 0.13; number 46, H, carries 0.14; number 47, H, carries 0.10; number 48, H, carries 0.12; number 49, H, carries 0.12; number 50, H, carries 0.11; number 51, H, carries 0.11; number 52, H, carries 0.11


No. 4
Molecular formula: C22H22ClN4O7Tm
Method: DFT, ωB97M-V with the def2-TZVPD basis set

ORCA input file:
```
! wB97M-V def2-TZVPD RIJCOSX def2/J DEFGRID3
* xyz -2 3
Tm 0.29041 0.05283 0.51556
Cl 3.17354 -0.92999 1.21502
O -1.84817 -0.71269 0.41681
O 0.18221 -0.94952 -1.49698
O 0.56690 -2.50989 0.83343
O 0.59687 0.02196 4.89811
O -0.53541 -2.15277 -3.23261
O 0.09913 -0.36622 2.73581
O -3.62857 -1.92105 -0.21247
N -2.57485 -0.38945 3.40686
N 0.56557 2.20280 -1.47659
N -0.08651 3.22533 -1.24725
N -1.51671 -0.53683 4.33681
C -0.51622 -3.19604 -1.09178
C 2.18291 3.43437 -4.61729
C 2.49688 2.22875 -5.23596
C -0.17416 -0.25999 3.97996
C -0.20388 -4.54114 1.58011
C -1.12508 2.68180 2.26514
C 2.16605 1.03429 -4.61153
C -0.65716 -3.10764 1.30791
C 0.77430 -4.77633 0.40177
C -0.66813 3.33026 0.06167
C -1.71596 3.91615 2.51859
C -2.43733 -1.79603 0.06590
C 1.53729 3.44172 -3.39101
C 1.20407 2.24033 -2.77431
C -1.79889 4.87542 1.51434
C 1.53232 1.03432 -3.37527
C -0.58691 2.31805 1.02081
C 2.67667 0.68191 0.39902
C 0.77146 -3.39796 -0.27443
C -1.26304 4.57359 0.27424
C -1.56600 -3.05500 0.06784
C -0.31656 -2.00636 -2.03388
H -1.73397 -0.10849 5.22349
H -2.12171 4.12931 3.50312
H 0.43519 -5.55044 -0.28930
H 3.11459 1.44841 1.04202
H 3.24447 0.68362 -0.53559
H 1.69076 -3.12585 -0.78470
H -1.03953 -5.24199 1.60236
H -2.25442 -3.89903 0.05280
H -1.07091 1.97726 3.08974
H -1.28187 5.29054 -0.54008
H 1.23962 0.11573 -2.88211
H 2.44615 4.37355 -5.09057
H -2.74357 -1.28493 2.96333
H -1.00676 -2.55043 2.17003
H 1.77210 -5.03933 0.75296
H 0.31566 -4.58359 2.53712
H -2.28109 0.21443 2.64203
H -2.26632 5.83627 1.69787
H 1.28926 4.36897 -2.89276
H 2.39569 0.08866 -5.08754
H -0.74071 -4.05470 -1.72252
H 3.00034 2.22308 -6.19602
*
```

Results
max |F|: 0.55 eV/A
orbital gap (alpha / beta): 0.2562 / 0.2564 Eh
energy above the lowest of the compared OMol25 structures with the same formula, charge and spin: 0.0 kJ/mol
calculated total energy: -85520.877 eV
LUMO (alpha / beta): 4.68 / 4.68 eV
⟨S²⟩: 2.002
HOMO energy (alpha / beta): -2.3 / -2.3 eV

Charge distribution, Löwdin scheme, values in e: number 1, Tm, carries 1.38; number 2, Cl, carries 0.33; number 3, O, carries -0.15; number 4, O, carries -0.18; number 5, O, carries -0.19; number 6, O, carries -0.02; number 7, O, carries 0.03; number 8, O, carries -0.18; number 9, O, carries 0.02; number 10, N, carries 0.02; number 11, N, carries 0.05; number 12, N, carries 0.06; number 13, N, carries -0.04; number 14, C, carries -0.10; number 15, C, carries -0.12; number 16, C, carries -0.12; number 17, C, carries -0.74; number 18, C, carries -0.10; number 19, C, carries -0.13; number 20, C, carries -0.08; number 21, C, carries -0.25; number 22, C, carries -0.10; number 23, C, carries -0.30; number 24, C, carries -0.11; number 25, C, carries -0.62; number 26, C, carries -0.05; number 27, C, carries -0.22; number 28, C, carries -0.13; number 29, C, carries -0.01; number 30, C, carries -0.14; number 31, C, carries -0.66; number 32, C, carries -0.26; number 33, C, carries -0.07; number 34, C, carries -0.10; number 35, C, carries -0.60; number 36, H, carries 0.10; number 37, H, carries 0.09; number 38, H, carries 0.11; number 39, H, carries -0.05; number 40, H, carries -0.06; number 41, H, carries 0.16; number 42, H, carries 0.11; number 43, H, carries 0.14; number 44, H, carries 0.07; number 45, H, carries 0.09; number 46, H, carries 0.09; number 47, H, carries 0.09; number 48, H, carries 0.05; number 49, H, carries 0.14; number 50, H, carries 0.11; number 51, H, carries 0.11; number 52, H, carries 0.04; number 53, H, carries 0.08; number 54, H, carries 0.09; number 55, H, carries 0.10; number 56, H, carries 0.14; number 57, H, carries 0.09